Computed, not measured: a structure of composition C29H33AsAuCl2N5O2Te, with ωB97M-V/def2-TZVPD.

Each line ends with the Mulliken charge.
Cartesian coordinates (Å):
Au  -0.282  1.119  -0.637  1.09
C  2.657  1.095  0.994  0.00
N  2.079  1.835  -0.161  0.85
C  2.248  3.278  0.104  -0.74
N  3.651  3.634  0.281  0.02
C  4.180  2.856  1.411  -0.70
N  4.068  1.416  1.179  0.11
C  4.789  1.078  -0.043  -0.72
N  4.276  1.808  -1.208  0.03
C  2.863  1.485  -1.359  -0.71
C  4.384  3.244  -0.924  -0.78
H  2.554  0.028  0.803  -0.67
H  2.095  1.353  1.890  0.35
H  1.686  3.525  1.007  0.07
H  1.840  3.839  -0.742  0.40
H  3.623  3.115  2.312  0.38
H  5.231  3.117  1.552  0.33
H  4.692  0.005  -0.226  0.35
H  5.847  1.319  0.084  0.37
H  2.750  0.414  -1.549  0.19
H  2.461  2.038  -2.213  0.25
H  3.993  3.803  -1.777  0.34
H  5.438  3.499  -0.795  0.34
Cl  -1.297  4.251  1.959  -0.15
C  -1.589  2.622  2.646  -0.24
Cl  -2.989  1.872  1.828  -0.04
C  -0.288  1.759  2.617  0.22
O  0.659  2.316  3.179  -0.69
O  -0.355  0.632  2.081  -0.49
H  -1.891  2.793  3.674  0.41
Te  -1.384  3.335  -1.362  0.02
C  -6.097  3.483  -0.310  -1.17
C  -6.034  2.015  -0.734  -0.01
C  -4.867  1.730  -1.569  0.28
N  -3.934  1.538  -2.211  -0.50
H  -6.938  3.628  0.366  0.34
H  -6.233  4.131  -1.174  0.32
H  -5.187  3.776  0.209  0.30
H  -6.920  1.728  -1.301  0.37
H  -5.980  1.360  0.137  0.10
C  -0.616  -3.726  -4.387  -0.45
C  -0.693  -4.399  -3.172  -0.73
C  -0.616  -3.692  -1.984  -0.04
C  -0.458  -2.309  -2.008  0.35
C  -0.390  -1.638  -3.219  -0.41
C  -0.468  -2.350  -4.411  -0.65
As  -0.375  -1.301  -0.360  0.46
C  1.123  -2.115  0.553  0.21
C  2.115  -2.747  -0.190  -0.61
C  3.266  -3.204  0.438  -0.76
C  3.423  -3.036  1.806  -0.55
C  2.431  -2.408  2.546  -0.74
C  1.282  -1.939  1.926  -0.07
C  -1.949  -1.928  0.560  0.55
C  -1.904  -2.961  1.484  -0.06
C  -3.080  -3.416  2.066  -0.71
C  -4.294  -2.846  1.716  -0.57
C  -4.334  -1.816  0.786  -0.48
C  -3.163  -1.346  0.212  -0.81
H  -0.678  -4.280  -5.315  0.38
H  -0.814  -5.474  -3.152  0.40
H  -0.681  -4.218  -1.038  0.40
H  -0.289  -0.558  -3.234  0.26
H  -0.416  -1.823  -5.355  0.40
H  2.003  -2.880  -1.259  0.39
H  4.039  -3.690  -0.145  0.43
H  4.323  -3.387  2.295  0.39
H  2.560  -2.257  3.610  0.41
H  0.544  -1.384  2.492  0.37
H  -0.959  -3.413  1.757  0.40
H  -3.045  -4.217  2.793  0.42
H  -5.209  -3.204  2.169  0.39
H  -5.286  -1.381  0.510  0.37
H  -3.187  -0.532  -0.504  0.41

Strongest force on any atom   0.36 eV/A
⟨S²⟩   2.0069
Gap between HOMO and LUMO (spin up / spin down)   8.492 / 5.971 eV
Multiplicity   3
Energy   -5108.9734 hartree
E_HOMO (spin up / spin down)   -0.299 / -0.301 hartree
ΔE to the lowest compared entry with this formula, charge and spin   0.0 kJ/mol